A single C13H24BF5NO7PS molecule at a distorted geometry, computed with ωB97M-V/def2-TZVPD.

Summary:
Total charge: 0
HOMO-LUMO gap: 8.808 eV

```
53
C13H24BF5NO7PS, DFT ωB97M-V/def2-TZVPD
C 3.515 1.671 3.928
C 3.026 1.978 2.440
O 3.869 1.326 1.451
B 3.532 -0.049 1.281
O 4.531 -1.016 1.719
C 2.143 -0.652 0.700
O 2.461 -2.023 0.239
S 1.249 -2.639 -0.721
O 1.536 -2.561 -2.190
O 1.084 -4.082 -0.339
C -0.394 -1.782 -0.450
C -1.338 -2.084 -1.708
C -2.877 -1.734 -1.493
C -3.316 -0.281 -2.003
C -4.239 0.402 -0.894
F -5.422 -0.356 -0.662
F -3.606 0.507 0.359
C -4.703 1.896 -1.283
F -5.972 2.082 -0.695
F -3.865 2.829 -0.641
F -4.712 2.133 -2.649
P -1.049 -2.490 1.210
N -1.992 -3.922 0.695
O -2.048 -1.353 2.006
C -0.130 -0.200 -0.410
C 1.442 0.195 -0.451
O 1.478 1.627 -0.259
C 2.120 2.190 -1.436
C 2.323 3.770 -1.338
H 3.134 2.434 4.693
H 4.655 1.612 4.010
H 3.037 0.669 4.223
H 3.017 3.095 2.188
H 1.940 1.636 2.292
H 4.218 -1.309 2.606
H 1.436 -0.776 1.602
H -1.146 -3.153 -2.042
H -0.972 -1.424 -2.575
H -3.466 -2.486 -2.127
H -3.255 -1.856 -0.434
H -2.470 0.386 -2.346
H -4.005 -0.419 -2.910
H -2.899 -3.949 1.187
H -1.458 -4.702 1.120
H -2.957 -1.688 2.154
H -0.657 0.391 -1.217
H -0.505 0.172 0.607
H 1.874 0.001 -1.495
H 3.166 1.744 -1.606
H 1.531 1.953 -2.396
H 2.645 4.121 -2.373
H 1.338 4.218 -0.997
H 3.154 3.948 -0.570
```



2 unconnected molecules or ions with the total composition C15H17NO2S2 at a distorted geometry, computed with ωB97M-V/def2-TZVPD.

Summary:
Total charge: 0
ΔE to the lowest compared entry with this formula, charge and spin: 291.4 kJ/mol
HOMO-LUMO gap: 2.959 eV

```
37
C15H17NO2S2, DFT ωB97M-V/def2-TZVPD
C 4.566 1.049 -1.954
C 3.237 1.546 -1.464
O 2.222 0.688 -2.035
C 0.982 1.135 -1.724
C -0.046 0.205 -2.181
C -1.438 0.518 -2.137
C -1.884 1.789 -1.688
C -3.238 2.101 -1.623
C -4.202 1.159 -2.009
C -3.783 -0.098 -2.468
C -2.428 -0.424 -2.550
C 0.446 -0.999 -2.675
N 0.839 -2.029 -3.079
O 0.821 2.194 -1.111
H 5.361 1.542 -1.392
H 4.659 -0.033 -1.815
H 4.708 1.300 -3.008
H 3.181 1.491 -0.366
H 3.060 2.585 -1.772
H -1.131 2.515 -1.388
H -3.532 3.089 -1.272
H -5.265 1.408 -1.965
H -4.520 -0.835 -2.785
H -2.101 -1.395 -2.941
C 0.307 -1.443 4.715
C 0.894 -2.513 3.813
S 1.195 -1.993 2.095
C -0.217 -1.190 1.666
S -1.205 -0.253 2.649
C -1.096 -1.062 4.275
H 0.244 -1.852 5.728
H 0.956 -0.563 4.742
H 1.887 -2.810 4.175
H 0.238 -3.390 3.757
H -0.450 -1.171 0.602
H -1.749 -1.941 4.222
H -1.520 -0.321 4.965
```



16 unconnected molecules or ions with the total composition C23H27BCl45NO8 at a distorted geometry, computed with ωB97M-V/def2-TZVPD.

Summary:
Total charge: 0
ΔE to the lowest compared entry with this formula, charge and spin: 78.0 kJ/mol
HOMO-LUMO gap: 10.093 eV

```
105
C23H27BCl45NO8, DFT ωB97M-V/def2-TZVPD
C -3.417 3.162 -1.654
C -2.962 4.593 -1.879
O -3.703 5.353 -2.451
O -1.750 5.075 -1.489
C -0.729 4.126 -1.252
C 0.021 3.713 -2.506
C -0.780 3.195 -3.700
C 0.007 2.983 -4.970
N 0.266 1.815 -5.384
O 0.675 4.900 -3.039
C 2.009 4.759 -3.050
O 2.829 5.622 -3.061
O 2.283 3.397 -3.028
C 1.295 2.897 -2.181
O 1.858 3.172 -0.876
B 1.266 1.301 -2.208
O 2.236 0.650 -2.962
O 0.364 0.610 -1.472
H -4.496 3.203 -1.639
H -3.123 2.810 -0.671
H -3.130 2.479 -2.439
H 0.014 4.630 -0.645
H -1.043 3.276 -0.652
H -1.339 2.298 -3.464
H -1.520 3.969 -3.918
H 0.341 3.807 -5.586
H -0.160 1.197 -4.693
H 1.261 2.838 -0.196
H 1.864 0.418 -3.821
H 0.294 -0.298 -1.795
C 1.099 -3.517 -1.564
Cl 0.575 -3.178 0.079
Cl 0.808 -5.198 -2.007
Cl 0.304 -2.408 -2.694
H 2.162 -3.328 -1.618
C 4.952 1.615 -4.285
Cl 5.989 1.741 -2.859
Cl 5.570 2.631 -5.594
Cl 4.831 -0.073 -4.800
H 3.961 1.963 -4.020
C -2.759 -3.466 2.749
Cl -1.308 -2.531 3.113
Cl -3.990 -3.213 3.986
Cl -3.384 -3.051 1.151
H -2.492 -4.515 2.747
C 3.878 -3.621 2.224
Cl 3.888 -3.295 0.489
Cl 4.920 -2.452 3.037
Cl 2.236 -3.595 2.880
H 4.286 -4.610 2.381
C 0.122 -5.135 6.420
Cl -1.060 -4.195 7.331
Cl -0.600 -5.727 4.920
Cl 1.564 -4.174 6.089
H 0.412 -5.990 7.015
C -3.495 7.064 -5.551
Cl -4.397 5.553 -5.646
Cl -1.908 6.890 -6.308
Cl -4.402 8.383 -6.296
H -3.347 7.299 -4.505
C 10.014 1.283 -2.831
Cl 10.639 1.876 -4.371
Cl 10.235 -0.463 -2.697
Cl 10.786 2.117 -1.479
H 8.955 1.492 -2.795
C -4.518 -3.024 9.498
Cl -5.717 -2.100 10.409
Cl -5.205 -3.623 7.989
Cl -3.087 -2.040 9.185
H -4.220 -3.874 10.096
C -3.331 -9.092 4.833
Cl -1.920 -9.609 5.761
Cl -4.498 -8.280 5.875
Cl -2.849 -8.039 3.502
H -3.801 -9.971 4.414
C -7.884 -7.664 3.441
Cl -8.875 -7.416 4.880
Cl -6.371 -6.768 3.563
Cl -7.570 -9.384 3.189
H -8.431 -7.292 2.585
C -2.595 -0.865 -5.481
Cl -1.679 0.020 -6.704
Cl -2.412 -2.606 -5.685
Cl -2.083 -0.371 -3.859
H -3.641 -0.616 -5.589
C 3.035 0.590 0.732
Cl 4.330 0.370 1.908
Cl 3.512 0.019 -0.869
Cl 1.582 -0.254 1.276
H 2.805 1.642 0.664
C -3.790 1.391 10.981
Cl -2.392 0.925 11.952
Cl -5.028 2.146 11.987
Cl -3.307 2.469 9.669
H -4.210 0.494 10.544
C 4.002 4.755 2.460
Cl 3.304 4.260 0.916
Cl 2.806 5.619 3.428
Cl 4.657 3.382 3.359
H 4.816 5.433 2.247
C 3.162 1.020 -8.145
Cl 2.755 1.554 -6.519
Cl 2.939 -0.725 -8.301
Cl 2.198 1.882 -9.347
H 4.206 1.245 -8.323
```



Values of lowest unoccupied orbital energy, in order: 0.25; -2.99; -0.04, all in eV.